1.
A 16-piece molecular cluster, C54H98BN17O5P overall at a distorted geometry. Source: the Open Molecules 2025 dataset; level of theory: wB97M-V/def2-TZVPD.

```
176
Properties=species:S:1:pos:R:3:mulliken_charge:R:1
C 3.739 0.815 5.179 -1.261
C 4.409 -0.342 4.387 0.513
C 3.482 -1.599 4.261 -1.244
C 3.242 -1.975 2.772 1.082
C 1.902 -2.737 2.543 -0.769
C 1.004 -1.964 1.531 1.195
C 0.178 -2.856 0.571 -0.857
C 1.057 -3.891 -0.219 -0.113
C 1.100 -3.514 -1.728 -2.088
C 1.946 -2.243 -1.971 0.747
C 3.477 -2.523 -2.041 -1.427
C 4.351 -1.743 -1.008 0.832
C 5.292 -0.686 -1.680 -1.550
C 5.351 0.679 -0.935 0.364
C 4.809 1.899 -1.741 -0.999
P 2.920 2.043 -1.954 0.572
N 3.026 0.861 -3.345 -0.761
N 1.082 2.065 -2.247 -0.710
B 3.184 3.540 -3.218 1.057
O 4.404 4.290 -3.283 -0.667
C 2.047 4.062 -4.236 -0.379
C 0.976 4.948 -3.509 -0.992
O 2.529 0.859 -0.719 -0.656
C 2.418 1.463 0.541 0.424
C 1.954 2.948 0.296 0.431
C 2.007 3.880 1.535 -0.817
C 0.713 3.604 2.364 -0.468
C -0.455 4.534 1.998 -0.456
O -1.105 4.226 0.754 -0.343
C -1.891 3.120 0.840 0.708
C -3.391 3.274 1.120 -1.226
O -1.473 2.040 0.704 -0.388
O 2.730 3.351 -0.787 -0.748
H 3.939 0.650 6.249 0.334
H 2.653 0.774 5.024 0.316
H 4.121 1.802 4.899 0.221
H 4.647 0.061 3.394 -0.400
H 5.372 -0.611 4.844 0.496
H 2.556 -1.359 4.801 0.484
H 3.981 -2.437 4.769 0.216
H 3.304 -1.046 2.189 -0.873
H 4.090 -2.601 2.458 0.360
H 2.076 -3.776 2.241 0.055
H 1.390 -2.782 3.518 0.487
H 1.673 -1.357 0.912 -1.293
H 0.301 -1.336 2.094 0.510
H -0.230 -2.184 -0.200 0.514
H -0.682 -3.335 1.071 -0.033
H 0.550 -4.860 -0.093 0.045
H 2.093 -3.914 0.143 0.480
H 0.058 -3.266 -1.998 0.532
H 1.411 -4.362 -2.356 0.510
H 1.644 -1.836 -2.951 0.552
H 1.657 -1.492 -1.229 -0.493
H 3.607 -3.602 -1.842 0.538
H 3.814 -2.363 -3.072 0.348
H 3.761 -1.316 -0.191 -0.670
H 4.990 -2.514 -0.544 0.719
H 6.297 -1.132 -1.605 0.452
H 5.098 -0.585 -2.751 0.520
H 6.430 0.876 -0.773 0.428
H 4.935 0.603 0.075 -0.593
H 5.269 1.847 -2.732 -0.007
H 5.129 2.794 -1.180 0.450
H 2.457 0.033 -3.222 -0.116
H 2.888 1.291 -4.248 0.312
H 0.670 1.353 -1.655 0.014
H 0.865 1.770 -3.190 0.426
H 4.426 4.745 -2.430 0.253
H 1.597 3.233 -4.807 0.245
H 2.531 4.713 -4.992 0.289
H 1.412 5.277 -2.554 0.184
H 0.632 5.793 -4.115 0.339
H 0.162 4.274 -3.219 0.296
H 1.881 0.879 1.302 0.335
H 3.406 1.626 1.041 -0.649
H 0.871 2.844 0.127 0.195
H 2.843 3.570 2.182 0.079
H 2.063 4.934 1.245 0.424
H 0.938 3.796 3.428 0.545
H 0.393 2.558 2.298 0.098
H -0.068 5.559 1.949 0.425
H -1.239 4.533 2.782 0.073
H -3.735 4.311 1.038 0.317
H -3.926 2.608 0.439 0.403
H -3.581 2.877 2.126 0.229
C -3.631 -4.954 1.729 -0.541
C -2.370 -5.266 2.413 0.377
N -1.398 -5.519 2.950 -0.486
H -3.538 -5.168 0.668 -0.149
H -4.434 -5.555 2.143 0.452
H -3.871 -3.900 1.858 0.319
C 1.088 -7.444 2.108 -0.386
C 2.546 -7.540 2.266 0.277
N 3.676 -7.618 2.389 -0.438
H 0.605 -8.250 2.657 0.346
H 0.732 -6.491 2.491 0.015
H 0.827 -7.523 1.054 0.223
C -4.998 -6.193 -2.371 -0.350
C -4.384 -5.003 -1.770 0.501
N -3.896 -4.086 -1.304 -0.494
H -6.037 -5.984 -2.624 0.154
H -4.455 -6.473 -3.278 -0.084
H -4.962 -7.023 -1.668 0.307
C -8.527 -5.609 -0.344 -0.744
C -7.271 -5.933 0.342 0.305
N -6.296 -6.185 0.873 -0.332
H -8.431 -5.821 -1.409 0.294
H -9.336 -6.205 0.068 0.148
H -8.758 -4.554 -0.211 0.276
C -5.164 4.758 4.471 0.126
C -6.168 3.943 3.773 0.281
N -6.945 3.313 3.230 -0.411
H -4.209 4.693 3.951 -0.115
H -5.484 5.793 4.500 -0.235
H -5.039 4.399 5.490 0.314
C 7.381 2.066 -5.473 -0.711
C 7.633 1.104 -4.395 0.459
N 7.829 0.375 -3.543 -0.406
H 8.244 2.720 -5.578 0.278
H 7.212 1.541 -6.412 0.304
H 6.503 2.667 -5.236 0.118
C 10.488 2.666 -2.148 -0.644
C 10.178 3.427 -3.364 0.402
N 9.938 4.007 -4.313 -0.475
H 9.563 2.382 -1.647 0.139
H 11.041 1.765 -2.408 0.259
H 11.090 3.274 -1.475 0.316
C -5.742 9.067 4.347 -0.732
C -5.588 8.138 5.476 0.365
N -5.470 7.412 6.345 -0.430
H -4.794 9.565 4.150 0.302
H -6.048 8.517 3.458 0.220
H -6.492 9.811 4.580 0.344
C -7.918 10.146 0.841 -0.809
C -7.661 10.692 2.179 0.410
N -7.463 11.113 3.218 -0.457
H -7.991 9.061 0.892 0.276
H -8.851 10.548 0.452 0.297
H -7.105 10.417 0.170 0.274
C -12.919 -5.148 0.923 -0.558
C -11.656 -5.473 1.597 0.319
N -10.678 -5.724 2.121 -0.382
H -12.839 -5.367 -0.140 0.291
H -13.727 -5.740 1.350 0.314
H -13.143 -4.092 1.052 0.021
C 6.949 3.854 4.013 -1.005
C 6.250 2.893 3.146 0.401
N 5.709 2.155 2.470 -0.346
H 7.949 4.035 3.628 0.274
H 6.403 4.794 4.039 0.310
H 7.023 3.458 5.023 0.298
C 10.025 7.303 3.552 -0.745
C 9.034 6.697 4.450 0.366
N 8.263 6.227 5.143 -0.376
H 10.220 6.636 2.715 0.259
H 9.646 8.250 3.172 0.263
H 10.953 7.480 4.092 0.267
C -14.838 -1.636 -0.327 -0.766
C -13.496 -1.919 -0.853 0.296
N -12.456 -2.141 -1.258 -0.335
H -15.590 -2.058 -0.990 0.260
H -14.948 -2.077 0.663 0.277
H -14.987 -0.561 -0.256 0.297
C -2.106 -7.094 -5.855 -0.552
C -3.083 -7.700 -4.941 0.442
N -3.840 -8.170 -4.231 -0.496
H -1.919 -7.764 -6.691 0.051
H -2.490 -6.148 -6.233 0.287
H -1.170 -6.913 -5.330 0.267
C -1.703 -11.016 -8.393 -0.780
C -1.015 -9.727 -8.249 0.390
N -0.480 -8.728 -8.137 -0.420
H -1.407 -11.488 -9.328 0.303
H -1.439 -11.669 -7.564 0.261
H -2.780 -10.861 -8.396 0.274
```

Summary:
Gap between HOMO and LUMO   4.32 eV
E_LUMO   1.03 eV
Molecular weight   1107.28 Da
Total charge   -1
Calculated total energy   -103117.1113 eV



2.
A 13-piece molecular cluster, C55H132F10N13O26S10 overall at a distorted geometry. Source: the Open Molecules 2025 dataset; level of theory: wB97M-V/def2-TZVPD.

```
246
Properties=species:S:1:pos:R:3:mulliken_charge:R:1
C 13.063 19.224 -0.608 -1.335
C 13.748 19.194 -1.969 -0.300
N 12.823 18.814 -3.138 0.813
C 12.291 17.350 -3.031 -1.078
C 11.572 19.728 -3.190 -1.262
C 10.631 19.495 -4.391 0.106
C 13.582 18.888 -4.479 0.022
C 14.905 18.106 -4.514 -1.229
O 14.775 16.727 -4.096 -0.248
C 15.553 15.862 -4.847 -0.684
H 12.691 18.288 -0.193 0.380
H 12.230 19.913 -0.471 0.348
H 13.818 19.521 0.120 0.425
H 14.583 18.494 -1.938 0.303
H 14.057 20.230 -2.110 0.297
H 12.981 16.756 -2.432 0.369
H 12.125 16.844 -3.982 0.283
H 11.328 17.378 -2.521 0.414
H 11.960 20.717 -2.946 0.475
H 11.035 19.546 -2.259 0.463
H 10.322 18.451 -4.448 0.224
H 11.081 19.874 -5.309 -0.042
H 9.697 20.010 -4.169 0.033
H 13.718 19.946 -4.704 0.470
H 12.895 18.470 -5.214 -0.213
H 15.678 18.487 -3.847 0.721
H 15.294 18.265 -5.520 0.401
H 15.444 16.017 -5.921 0.092
H 15.371 14.801 -4.681 0.263
H 16.591 15.782 -4.523 0.359
C 3.610 12.894 -8.995 -1.193
C 3.386 13.886 -10.215 -0.507
N 4.687 14.569 -10.748 0.403
C 4.167 15.580 -11.835 -1.036
C 5.313 15.412 -9.559 -0.100
C 4.522 16.537 -8.827 0.701
C 5.647 13.426 -11.274 -0.810
C 7.022 13.982 -11.676 -0.635
O 6.953 15.243 -12.346 0.140
C 7.633 15.366 -13.571 -0.976
H 3.943 11.927 -9.373 0.384
H 2.593 12.714 -8.648 0.447
H 4.277 13.278 -8.222 0.273
H 2.662 14.618 -9.856 0.416
H 2.965 13.286 -11.022 0.550
H 4.942 16.263 -12.184 0.176
H 3.308 16.133 -11.456 0.553
H 3.800 14.946 -12.642 0.453
H 6.209 15.828 -10.020 -0.907
H 5.788 14.718 -8.866 0.872
H 5.113 17.344 -8.395 -1.334
H 3.959 16.047 -8.032 0.491
H 3.717 16.961 -9.428 -0.045
H 5.161 13.064 -12.180 0.401
H 5.721 12.571 -10.602 0.398
H 7.411 13.229 -12.360 0.744
H 7.737 13.978 -10.853 0.104
H 8.656 15.046 -13.372 0.455
H 7.639 16.395 -13.930 -0.025
H 7.199 14.688 -14.306 0.482
C 12.586 24.973 -13.370 -1.354
C 11.627 23.834 -12.840 -0.516
N 12.176 22.395 -13.052 1.062
C 11.124 21.422 -12.683 -1.188
C 12.444 22.211 -14.580 -0.521
C 11.268 22.606 -15.500 -1.168
C 13.468 22.181 -12.113 -0.788
C 14.003 20.745 -11.967 0.236
O 14.350 20.223 -13.198 -0.386
C 14.833 18.927 -13.134 -0.864
H 12.502 24.928 -14.455 0.307
H 13.575 24.933 -12.915 0.301
H 12.270 26.000 -13.187 0.446
H 10.615 23.930 -13.234 0.539
H 11.471 23.939 -11.766 0.344
H 10.181 21.587 -13.205 0.397
H 10.925 21.588 -11.624 0.069
H 11.478 20.406 -12.859 0.429
H 12.790 21.200 -14.795 0.409
H 13.397 22.706 -14.768 0.539
H 11.482 22.445 -16.556 0.499
H 10.927 23.628 -15.340 0.256
H 10.422 21.965 -15.255 0.232
H 13.077 22.565 -11.171 0.379
H 14.258 22.682 -12.671 0.395
H 13.223 20.084 -11.588 -0.388
H 14.794 20.763 -11.217 0.656
H 13.961 18.301 -13.325 0.313
H 15.220 18.651 -12.153 0.258
H 15.712 18.685 -13.730 0.365
C 3.526 21.337 -14.217 -0.242
C 2.790 22.522 -13.676 0.766
O 1.846 23.088 -14.248 -0.564
N 3.037 22.869 -12.237 1.154
H 2.665 22.117 -11.673 -0.074
H 4.037 22.854 -12.095 0.475
C 2.444 24.228 -11.764 -0.894
H 3.276 21.086 -15.248 0.522
H 3.182 20.448 -13.688 -0.145
H 4.604 21.287 -14.065 -0.151
H 3.011 25.037 -12.224 0.360
H 2.636 24.241 -10.691 0.292
H 1.390 24.326 -12.022 0.334
C 5.942 17.018 -16.752 -1.257
C 6.292 18.500 -16.441 0.036
O 5.592 19.263 -15.715 -0.445
N 7.623 19.042 -16.948 -0.027
H 8.272 18.692 -16.258 0.323
H 7.927 18.716 -17.854 0.407
C 7.605 20.578 -17.064 -0.648
H 5.113 16.684 -16.128 0.234
H 6.804 16.369 -16.597 0.282
H 5.737 16.935 -17.819 0.398
H 7.594 21.113 -16.115 0.125
H 6.749 20.812 -17.697 0.307
H 8.506 20.800 -17.636 0.388
C 13.535 12.153 -10.853 -1.160
C 13.613 13.617 -10.871 0.852
O 13.203 14.290 -11.817 -0.440
N 14.121 14.318 -9.621 0.591
H 13.226 14.527 -9.203 -0.027
H 14.599 13.674 -9.006 0.484
C 15.087 15.556 -9.947 -0.547
H 12.817 11.807 -11.597 0.318
H 13.181 11.996 -9.834 0.368
H 14.547 11.752 -10.911 0.366
H 14.546 16.231 -10.610 0.295
H 16.105 15.334 -10.265 0.400
H 15.258 16.016 -8.973 0.085
C 6.592 22.548 -3.435 -1.253
C 5.038 22.401 -3.491 -0.467
C 4.396 22.700 -4.876 0.548
C 2.941 22.293 -4.698 -0.804
N 2.075 22.585 -5.990 0.580
C 0.677 21.939 -5.754 -0.433
C -0.057 22.874 -4.779 -0.754
C 0.580 24.220 -4.940 -0.787
C 1.677 24.070 -6.025 -0.683
C 2.731 22.120 -7.333 -1.753
C 3.047 20.656 -7.337 1.287
C 4.195 20.406 -8.387 0.196
H 7.100 21.624 -3.713 -0.007
H 7.014 22.662 -2.437 0.497
H 6.999 23.472 -3.847 0.377
H 4.638 23.057 -2.718 0.487
H 4.761 21.405 -3.146 0.261
H 4.762 22.077 -5.692 -0.386
H 4.547 23.740 -5.167 0.301
H 2.475 22.766 -3.834 0.938
H 2.890 21.224 -4.492 -0.516
H 0.141 22.053 -6.697 0.373
H 0.703 20.867 -5.561 0.369
H -1.129 22.849 -4.972 0.514
H 0.217 22.619 -3.755 0.201
H -0.095 24.971 -5.350 0.345
H 0.951 24.638 -4.004 0.395
H 1.395 24.313 -7.049 0.549
H 2.485 24.786 -5.876 0.410
H 3.588 22.773 -7.497 0.507
H 2.077 22.373 -8.168 0.438
H 2.169 20.098 -7.665 0.723
H 3.332 20.230 -6.376 -0.900
H 4.363 19.343 -8.566 -0.525
H 5.148 20.850 -8.102 0.710
H 3.951 20.805 -9.372 -0.733
C 7.165 19.612 -5.560 -1.067
C 7.443 18.461 -6.621 -0.088
C 8.004 18.984 -7.956 0.562
C 8.726 17.789 -8.762 0.377
N 9.388 18.185 -10.085 1.098
C 9.826 16.999 -10.923 0.129
C 11.311 16.636 -10.733 0.157
C 11.849 17.718 -9.742 0.137
C 10.813 18.876 -9.711 0.364
C 8.513 19.186 -10.963 -1.443
C 7.144 18.598 -11.396 2.559
C 6.502 19.042 -12.764 -1.062
H 6.177 20.047 -5.704 -0.422
H 7.932 20.387 -5.557 0.278
H 7.031 19.258 -4.538 0.784
H 6.593 17.787 -6.728 0.259
H 8.164 17.859 -6.067 0.019
H 8.694 19.815 -7.807 -0.018
H 7.243 19.473 -8.565 -0.698
H 7.973 17.065 -9.075 0.053
H 9.545 17.249 -8.288 0.163
H 9.583 17.187 -11.969 0.300
H 9.236 16.097 -10.760 -0.622
H 11.805 16.525 -11.697 0.414
H 11.400 15.654 -10.269 -0.549
H 12.819 18.177 -9.934 1.068
H 11.913 17.287 -8.743 -1.021
H 11.033 19.570 -10.522 -0.273
H 10.854 19.389 -8.751 -0.173
H 9.139 19.562 -11.772 0.386
H 8.379 20.111 -10.404 0.467
H 6.413 18.762 -10.604 -0.885
H 7.168 17.510 -11.339 -0.783
H 6.120 20.049 -12.594 -0.359
H 5.687 18.369 -13.031 0.552
H 7.248 19.065 -13.558 0.093
N 1.876 20.941 -11.037 0.106
S 2.009 19.373 -11.171 0.552
O 1.720 18.834 -12.515 -0.656
O 1.892 18.426 -10.079 -0.611
F 3.626 19.284 -11.176 0.074
S 0.303 20.821 -10.533 0.733
O 0.122 20.621 -9.075 -0.485
O -0.700 20.260 -11.461 -0.586
F 0.026 22.435 -10.595 -0.319
N 11.836 22.137 -9.050 0.301
S 12.780 21.672 -7.748 0.643
O 12.553 20.329 -7.192 -0.335
O 13.218 22.641 -6.755 -0.561
F 14.152 21.456 -8.607 -0.389
S 10.953 23.112 -8.389 0.634
O 11.348 24.475 -8.307 -0.619
O 9.962 22.537 -7.515 -0.453
F 10.009 23.139 -9.755 -0.297
N 12.127 15.001 -8.002 0.201
S 10.722 14.138 -7.722 0.735
O 9.520 14.712 -8.377 -0.404
O 10.530 13.378 -6.504 -0.544
F 11.072 13.000 -8.829 -0.359
S 12.140 15.664 -6.674 -0.102
O 12.562 14.826 -5.577 -0.605
O 11.050 16.597 -6.340 -0.331
F 13.427 16.573 -6.979 -0.217
N 2.142 18.294 -4.457 -0.048
S 1.600 18.776 -2.944 0.952
O 1.700 20.199 -2.600 -0.571
O 1.546 17.742 -1.888 -0.558
F 0.047 18.764 -3.322 -0.310
S 3.533 17.902 -3.975 1.042
O 3.634 16.486 -3.705 -0.625
O 4.472 18.845 -3.312 -0.557
F 4.173 17.994 -5.509 -0.246
N 5.742 23.155 -12.099 -0.353
S 6.463 23.771 -13.506 0.782
O 6.776 22.784 -14.482 -0.463
O 7.475 24.798 -13.273 -0.519
F 5.117 24.626 -14.043 -0.361
S 7.049 22.976 -11.378 0.061
O 7.400 23.941 -10.324 -0.725
O 8.093 22.190 -12.025 0.413
F 6.357 21.860 -10.476 -0.321
```

Summary:
Gap between HOMO and LUMO (alpha / beta)   3.23 / 7.19 eV
E_LUMO (alpha / beta)   -4.73 / -4.73 eV
2S+1   2
Molecular weight   1902.38 Da
Total charge   +2
Calculated total energy   -267277.5391 eV